{"formula": "C33H35HgN5O4PS3", "method": "ωB97M-V/def2-TZVPD", "s_squared": 0.773, "multiplicity": 2, "lumo_ev": [4.47, 4.47], "e_homo_ev": [0.7, -1.2], "orbital_gap_ev": [3.808, 5.662], "charge": -2, "elements": ["Hg", "C", "C", "N", "C", "C", "C", "C", "C", "C", "C", "N", "C", "C", "C", "C", "C", "C", "C", "C", "N", "C", "H", "H", "H", "H", "H", "H", "H", "H", "H", "H", "H", "H", "O", "C", "C", "C", "C", "O", "N", "H", "H", "H", "H", "S", "C", "N", "C", "C", "C", "C", "H", "H", "H", "H", "H", "C", "C", "C", "O", "P", "S", "S", "O", "C", "C", "C", "H", "H", "H", "H", "H", "H", "H", "H", "H", "H", "H", "H", "H", "H"], "coordinates": [[0.497, 0.033, 0.753], [-2.338, -3.061, -2.516], [-1.714, -2.855, -1.291], [-1.906, -1.753, -0.564], [-2.534, -0.683, -1.138], [-3.250, -0.852, -2.370], [-3.095, -2.064, -3.079], [-4.035, 0.224, -2.801], [-4.174, 1.382, -2.073], [-3.431, 1.599, -0.936], [-2.600, 0.562, -0.429], [-1.893, 0.661, 0.718], [-2.322, 1.479, 1.700], [-3.674, 1.836, 1.978], [-3.984, 2.644, 3.046], [-3.057, 2.962, 4.015], [-1.674, 2.698, 3.827], [-0.624, 3.068, 4.702], [0.677, 2.924, 4.301], [0.949, 2.318, 3.066], [-0.011, 1.869, 2.257], [-1.299, 1.972, 2.607], [-2.197, -4.022, -2.983], [-1.143, -3.654, -0.807], [-3.575, -2.224, -4.045], [-4.558, 0.069, -3.722], [-4.873, 2.141, -2.431], [-3.494, 2.532, -0.397], [-4.436, 1.385, 1.355], [-5.007, 2.995, 3.147], [-3.415, 3.358, 4.950], [-0.881, 3.475, 5.679], [1.477, 3.318, 4.892], [1.973, 2.182, 2.684], [3.007, 2.513, 0.538], [2.050, 3.002, -0.097], [2.085, 4.455, -0.636], [0.748, 4.563, -1.316], [0.015, 3.184, -1.021], [-1.161, 2.951, -1.314], [0.883, 2.327, -0.369], [2.978, 4.676, -1.229], [2.176, 5.107, 0.237], [0.791, 4.605, -2.420], [0.106, 5.379, -0.963], [0.188, -1.436, 2.872], [-1.489, -1.480, 3.304], [-2.504, -1.833, 2.423], [-3.747, -2.237, 2.853], [-4.111, -2.138, 4.164], [-3.144, -1.577, 5.083], [-1.896, -1.249, 4.645], [-2.230, -1.827, 1.440], [-4.360, -2.698, 2.069], [-5.091, -2.432, 4.519], [-3.423, -1.368, 6.112], [-1.071, -0.937, 5.289], [3.962, 0.387, -3.214], [4.958, 0.190, -2.056], [6.178, -0.667, -2.368], [4.283, -0.438, -0.855], [3.390, -1.812, -0.802], [3.565, -2.759, 0.840], [1.525, -1.056, -1.359], [3.914, -2.633, -2.099], [3.401, -3.854, -2.664], [2.435, -4.611, -1.785], [2.716, -3.523, -3.985], [4.422, 0.979, -3.993], [3.070, 0.904, -2.827], [3.704, -0.582, -3.658], [5.271, 1.170, -1.649], [5.890, -1.655, -2.745], [6.790, -0.832, -1.467], [6.823, -0.208, -3.104], [4.265, -4.469, -2.861], [1.621, -3.910, -1.592], [2.927, -4.821, -0.808], [2.062, -5.494, -2.281], [1.933, -2.824, -3.830], [2.299, -4.437, -4.433], [3.416, -3.114, -4.682]]}